[1]
{
  "formula": "C18H24AuIN4OS",
  "method": "ωB97M-V with the def2-TZVPD basis set",
  "homo_lumo_gap_ev": [2.48, 4.46],
  "multiplicity": 3,
  "s_squared": 2.02,
  "total_charge": -2,
  "homo_ev": [2.50, 0.44],
  "species": ["C", "I", "H", "H", "H", "C", "C", "N", "C", "N", "H", "H", "C", "C", "N", "H", "N", "H", "Au", "C", "O", "C", "C", "H", "H", "H", "C", "H", "H", "H", "C", "H", "H", "H", "C", "H", "H", "H", "S", "C", "C", "C", "C", "C", "C", "H", "H", "H", "H", "H"],
  "xyz": [[1.791, -0.481, -3.864], [-1.524, 0.597, -3.207], [0.954, -0.214, -4.605], [2.027, -1.537, -4.056], [2.497, 0.324, -4.186], [-1.098, 3.670, 0.528], [-2.320, 3.230, 0.164], [-2.154, 1.919, -0.279], [-0.832, 1.591, -0.294], [-0.192, 2.650, 0.222], [-0.775, 4.579, 0.982], [-3.275, 3.729, 0.259], [2.353, -3.720, -0.806], [1.009, -1.963, -1.212], [2.027, -2.424, -0.450], [1.330, -5.035, -2.215], [0.611, -3.033, -1.934], [3.172, -4.243, -0.350], [-0.055, -0.239, -1.040], [1.625, -0.164, -2.409], [2.633, 0.211, -1.809], [1.454, -4.100, -1.721], [-0.527, -3.106, -2.840], [-1.445, -2.747, -2.338], [-0.631, -4.170, -3.137], [-0.348, -2.491, -3.743], [2.659, -1.740, 0.657], [3.642, -2.206, 0.819], [2.055, -1.880, 1.575], [2.777, -0.658, 0.458], [1.208, 2.648, 0.557], [1.496, 3.688, 0.671], [1.764, 2.115, -0.209], [1.348, 2.174, 1.534], [-3.259, 1.082, -0.668], [-3.269, 0.956, -1.786], [-4.214, 1.581, -0.414], [-3.130, 0.100, -0.212], [-1.207, -1.280, 1.202], [-1.084, -0.209, 2.531], [0.125, -0.021, 3.217], [0.282, 0.971, 4.169], [-0.784, 1.861, 4.390], [-2.020, 1.672, 3.753], [-2.159, 0.626, 2.863], [0.899, -0.733, 2.994], [1.208, 1.020, 4.751], [-0.663, 2.711, 5.077], [-2.868, 2.318, 3.984], [-3.114, 0.373, 2.426]],
  "forces_ev_per_a": [[-1.35, 1.20, -1.98], [-0.80, 0.19, -3.21], [0.38, -0.66, 1.56], [0.70, 0.15, -0.16], [0.48, -1.24, 0.09], [0.47, -0.50, -0.32], [0.29, -0.43, 0.36], [0.28, 1.39, 0.24], [-0.56, -0.61, 0.17], [-1.10, 0.53, 0.09], [0.03, 0.38, 0.10], [0.10, -0.26, -0.09], [0.10, 0.09, 0.44], [-1.27, 1.48, -0.30], [1.83, 0.07, 0.76], [-0.02, -0.35, -0.27], [-0.66, -1.72, -1.48], [0.06, -0.11, 0.01], [0.22, 0.38, 1.42], [-0.32, -0.14, -0.40], [2.06, 0.77, 1.01], [-0.06, -0.20, -0.13], [0.28, 0.04, 0.04], [0.41, -0.10, -0.24], [-0.08, 0.55, 0.13], [-0.23, -0.17, 0.44], [-0.21, 0.13, 0.24], [-0.16, 0.24, -0.06], [0.17, 0.11, -0.30], [-0.12, -0.63, -0.10], [-0.13, 0.09, 0.51], [0.39, 0.17, -0.24], [0.16, 0.01, -0.10], [0.03, -0.17, -0.14], [-0.95, -0.07, -0.98], [-0.13, 0.12, 1.37], [0.49, -0.25, 0.41], [-0.20, 0.04, 0.11], [-0.54, -1.24, 0.74], [-0.09, -0.01, -0.60], [0.17, -0.06, 0.46], [-0.55, 0.12, -0.15], [0.21, 0.64, 0.67], [0.50, -0.26, 0.11], [-0.42, 0.29, 0.40], [0.35, -0.01, 0.05], [-0.25, 0.23, -0.26], [-0.02, -0.42, -0.18], [0.18, -0.04, -0.06], [-0.13, 0.24, -0.18]],
  "lowdin_charge": [-0.20, 0.16, 0.00, 0.04, 0.06, -0.08, -0.08, -0.16, -0.35, -0.13, 0.09, 0.10, -0.10, -0.39, -0.13, 0.08, -0.15, 0.09, 0.60, -0.65, -0.20, -0.11, -0.08, 0.07, 0.07, 0.05, -0.06, 0.07, 0.06, 0.07, -0.03, 0.07, 0.07, 0.08, -0.21, -0.14, 0.08, 0.03, 0.48, -0.78, -0.17, -0.14, -0.17, -0.14, -0.17, 0.06, 0.08, 0.07, 0.08, 0.08]
}

[2]
{
  "formula": "C18H24B2NO36S5",
  "method": "ωB97M-V with the def2-TZVPD basis set",
  "homo_lumo_gap_ev": 9.42,
  "e_above_lowest_kcal_mol": 0.0,
  "total_charge": -1,
  "homo_ev": -7.80,
  "species": ["N", "H", "H", "H", "H", "O", "C", "O", "B", "O", "C", "O", "O", "C", "O", "C", "O", "O", "O", "C", "O", "B", "O", "C", "O", "O", "C", "O", "C", "O", "O", "C", "C", "O", "S", "O", "O", "O", "H", "H", "H", "H", "C", "C", "O", "S", "O", "O", "O", "H", "H", "H", "H", "C", "C", "O", "S", "O", "O", "O", "H", "H", "H", "H", "C", "C", "O", "S", "O", "O", "O", "H", "H", "H", "H", "C", "C", "O", "S", "O", "O", "O", "H", "H", "H", "H"],
  "xyz": [[-0.568, -0.433, -0.081], [-0.819, -0.853, -0.980], [0.140, 0.295, -0.289], [-0.111, -1.146, 0.482], [-1.303, 0.067, 0.412], [-0.037, -1.899, -2.431], [0.577, -1.295, -3.278], [0.769, -1.610, -4.524], [1.792, -0.680, -5.094], [1.922, 0.377, -4.099], [1.254, 0.056, -3.009], [1.130, 0.689, -2.002], [3.065, -1.409, -5.249], [3.460, -1.434, -6.494], [4.418, -1.984, -6.953], [2.467, -0.578, -7.293], [1.491, -0.204, -6.464], [2.505, -0.370, -8.466], [2.468, 6.764, 4.002], [2.394, 6.131, 2.995], [1.833, 4.936, 2.856], [2.010, 4.468, 1.459], [2.941, 5.422, 0.858], [2.996, 6.518, 1.609], [3.513, 7.557, 1.346], [0.693, 4.476, 0.760], [0.332, 3.251, 0.481], [-0.677, 2.871, -0.046], [1.446, 2.304, 0.954], [2.443, 3.079, 1.408], [1.447, 1.112, 0.968], [-3.285, 3.434, 0.582], [-3.729, 3.556, 2.049], [-4.252, 2.269, 2.449], [-4.522, 1.317, 1.184], [-5.893, 1.463, 0.766], [-3.917, 0.045, 1.316], [-3.542, 2.116, 0.177], [-2.232, 3.697, 0.512], [-3.824, 4.139, -0.055], [-4.435, 4.359, 2.248], [-2.889, 3.721, 2.723], [0.917, 2.802, 4.754], [1.621, 1.437, 4.755], [1.037, 0.691, 3.695], [-0.524, 1.023, 3.609], [-1.256, 0.340, 4.644], [-1.059, 0.986, 2.297], [-0.334, 2.543, 4.075], [1.442, 3.529, 4.142], [0.650, 3.200, 5.730], [1.479, 0.846, 5.662], [2.684, 1.601, 4.595], [-1.620, -5.315, 3.978], [-2.314, -4.058, 4.521], [-1.568, -2.928, 4.022], [-0.420, -3.387, 3.014], [0.824, -3.506, 3.712], [-0.452, -2.685, 1.770], [-1.011, -4.861, 2.772], [-2.282, -6.146, 3.759], [-0.805, -5.653, 4.626], [-2.317, -3.958, 5.603], [-3.334, -3.977, 4.149], [4.562, -2.420, -2.130], [3.491, -3.410, -2.693], [2.586, -3.612, -1.588], [2.960, -2.724, -0.331], [3.854, -3.440, 0.522], [1.812, -2.074, 0.185], [3.799, -1.660, -1.216], [4.901, -1.810, -2.959], [5.319, -3.015, -1.617], [3.912, -4.341, -3.051], [2.902, -2.832, -3.405], [-2.579, -2.201, -4.388], [-3.740, -2.572, -3.468], [-3.513, -1.661, -2.375], [-3.179, -0.229, -2.980], [-2.263, 0.415, -2.094], [-4.360, 0.483, -3.356], [-2.487, -0.794, -4.336], [-2.788, -2.666, -5.353], [-1.649, -2.596, -3.975], [-3.628, -3.633, -3.257], [-4.747, -2.324, -3.805]],
  "forces_ev_per_a": [[0.58, 0.52, -0.35], [-0.24, 0.17, 0.28], [-0.14, -0.45, 0.06], [-0.12, 0.09, 0.27], [-0.32, -0.42, -0.03], [-0.19, -0.34, -0.57], [-0.22, 0.44, 0.87], [0.06, -0.40, -0.48], [0.15, 0.10, -0.90], [0.09, 0.35, 0.11], [-0.14, 0.15, -0.07], [0.34, 0.18, -0.17], [0.15, -0.44, 1.05], [0.40, 0.41, -0.85], [0.03, -0.16, 0.26], [-0.68, -0.31, -0.25], [-0.01, -0.04, 0.79], [0.12, 0.20, -0.10], [-0.08, 0.12, 0.20], [0.02, 0.12, -0.36], [0.05, 0.12, -0.19], [-0.03, 0.16, -0.10], [-0.33, 0.12, -0.27], [0.40, -0.48, 0.62], [-0.02, 0.18, -0.23], [-0.22, 0.17, -0.03], [0.06, -0.54, -0.18], [0.51, 0.00, -0.24], [0.97, 0.53, 0.41], [-0.20, -0.36, 0.10], [0.11, 0.05, -0.34], [-0.42, 1.64, 0.45], [0.43, -0.14, 0.60], [-0.37, -0.57, -0.42], [0.20, 1.90, -1.29], [1.08, -0.30, 0.55], [-0.36, -0.50, 0.58], [-0.38, -0.90, 0.26], [-0.33, -0.53, -0.22], [-0.26, -0.18, 0.01], [-0.39, -0.26, -0.20], [0.15, -0.04, -0.14], [-0.51, -0.54, -0.34], [0.14, 0.26, 0.96], [-0.51, -0.41, -0.95], [-0.44, 0.59, 2.22], [0.87, 0.16, -0.71], [0.54, 0.06, -0.01], [-0.69, -0.06, -0.68], [-0.01, -0.06, 0.32], [0.30, -0.12, 0.10], [-0.02, 0.28, 0.15], [-0.03, -0.42, -0.40], [0.71, 0.37, 0.50], [-0.22, 0.09, 0.07], [0.26, -0.09, -0.49], [0.85, -0.38, -0.33], [-0.77, 0.19, -0.10], [-0.55, -0.40, 1.09], [-0.12, 0.26, -0.61], [-0.12, 0.13, -0.13], [-0.23, -0.03, 0.19], [0.04, -0.27, 0.04], [0.02, 0.10, -0.09], [-0.76, -1.62, -0.86], [0.12, 1.63, 0.40], [-0.33, -0.81, 0.50], [0.61, 0.59, -0.59], [-0.34, 0.16, -0.20], [0.34, -0.28, -0.14], [-0.18, 0.28, 1.00], [0.32, 0.26, 0.31], [0.36, 0.49, -0.02], [-0.22, -0.10, -0.04], [0.21, -0.66, -0.43], [-0.54, -1.32, 0.39], [0.49, 0.61, -0.39], [0.03, -0.29, 0.67], [-0.26, 0.53, -0.04], [-0.13, -0.57, -0.83], [0.44, -0.59, 0.01], [-0.18, 1.07, 0.18], [0.30, 0.89, -0.39], [-0.13, -0.20, -0.09], [-0.22, 0.21, 0.91], [0.12, -0.31, -0.59]],
  "lowdin_charge": [0.28, 0.07, 0.07, 0.06, 0.09, 0.12, -0.40, 0.24, -0.85, 0.27, -0.36, 0.17, 0.21, -0.41, 0.15, -0.39, 0.23, 0.16, 0.16, -0.38, 0.17, -0.88, 0.24, -0.38, 0.16, 0.25, -0.37, 0.13, -0.35, 0.25, 0.14, -0.18, -0.13, -0.20, 0.62, -0.24, -0.22, -0.19, 0.09, 0.13, 0.12, 0.12, -0.11, -0.14, -0.18, 0.62, -0.23, -0.21, -0.20, 0.10, 0.14, 0.13, 0.14, -0.16, -0.13, -0.19, 0.63, -0.21, -0.22, -0.19, 0.13, 0.13, 0.13, 0.13, -0.16, -0.11, -0.20, 0.62, -0.22, -0.21, -0.18, 0.14, 0.12, 0.14, 0.10, -0.19, -0.14, -0.19, 0.64, -0.21, -0.21, -0.17, 0.14, 0.11, 0.14, 0.13]
}

[3]
{
  "formula": "C18H24BBiCl2N8O2Si",
  "method": "ωB97M-V with the def2-TZVPD basis set",
  "homo_lumo_gap_ev": [8.35, 7.61],
  "multiplicity": 2,
  "e_above_lowest_kcal_mol": 0.0,
  "s_squared": 0.75,
  "total_charge": 1,
  "homo_ev": [-11.28, -12.32],
  "species": ["Bi", "C", "C", "N", "N", "C", "B", "N", "C", "C", "C", "N", "N", "C", "C", "C", "N", "N", "C", "C", "C", "N", "H", "H", "H", "H", "H", "H", "H", "H", "H", "H", "H", "H", "Cl", "C", "Cl", "C", "O", "O", "H", "C", "Si", "C", "C", "C", "H", "H", "H", "H", "H", "H", "H", "H", "H", "H", "H"],
  "xyz": [[0.518, -0.029, -3.644], [-0.038, 4.587, -2.045], [0.292, 3.607, -2.967], [0.670, 2.491, -2.420], [0.638, 2.733, -1.070], [0.183, 4.018, -0.839], [0.577, 1.490, -0.139], [1.720, 0.462, -0.583], [2.754, 0.068, 0.127], [3.517, -0.832, -0.595], [2.852, -0.967, -1.761], [1.790, -0.147, -1.802], [-0.759, 0.761, -0.457], [-1.810, 1.472, -0.882], [-2.907, 0.632, -0.967], [-2.460, -0.612, -0.568], [-1.186, -0.534, -0.244], [0.639, 1.901, 1.295], [1.729, 2.431, 2.006], [1.341, 2.629, 3.277], [-0.037, 2.261, 3.292], [-0.458, 1.841, 2.124], [-0.412, 5.611, -2.249], [0.228, 3.694, -4.015], [0.096, 4.370, 0.165], [2.838, 0.465, 1.129], [4.355, -1.437, -0.194], [3.077, -1.500, -2.646], [-1.766, 2.551, -1.189], [-3.918, 0.955, -1.172], [-3.059, -1.510, -0.484], [2.683, 2.533, 1.612], [1.950, 3.075, 4.066], [-0.771, 2.226, 4.103], [-0.118, -2.719, -5.633], [-1.480, -2.861, -4.509], [-2.793, -1.774, -4.934], [-0.968, -2.632, -3.108], [-1.583, -3.182, -2.224], [0.191, -2.017, -2.907], [-1.840, -3.890, -4.658], [-0.417, -3.742, 2.398], [-0.480, -1.880, 2.291], [1.136, -1.339, 3.204], [-2.052, -1.072, 2.888], [-0.405, -1.614, 0.384], [-0.121, -4.107, 3.425], [0.346, -4.055, 1.692], [-1.418, -4.169, 2.218], [1.215, -1.524, 4.352], [1.171, -0.272, 3.096], [1.970, -1.743, 2.674], [-2.400, -1.338, 3.885], [-2.844, -1.339, 2.149], [-1.919, 0.024, 2.911], [-0.719, -2.532, -0.088], [0.657, -1.520, 0.231]],
  "forces_ev_per_a": [[0.08, 0.59, 0.44], [-0.69, 2.06, -0.20], [-0.36, 0.43, -0.91], [0.24, -0.59, 1.03], [-0.22, -0.35, 0.10], [0.78, -1.76, 0.30], [0.49, -0.16, -0.74], [-0.61, 0.88, -0.71], [0.35, 0.18, 1.08], [1.33, -1.02, 2.12], [-0.76, 0.71, -1.35], [-0.16, 0.12, 0.63], [-0.30, -0.13, 0.05], [-0.87, 0.53, -0.70], [-0.33, 0.81, 0.03], [-1.17, 0.00, 0.00], [1.35, 0.58, 0.28], [1.08, 0.50, 1.09], [-2.26, -1.13, -0.56], [-0.54, 0.62, 1.08], [-0.44, -0.07, 0.53], [0.94, -0.22, -0.63], [0.47, -1.00, 0.18], [0.02, 0.05, -1.04], [-0.11, 0.18, 0.36], [0.27, -0.36, -0.06], [-0.62, 0.75, -0.60], [0.30, -0.71, -0.51], [0.18, -1.42, 0.63], [0.19, -0.31, -0.23], [0.49, -0.10, 0.05], [1.42, 0.34, -0.99], [-0.39, -0.38, -0.26], [0.55, 0.28, -0.18], [0.16, 0.26, -0.62], [0.27, -0.62, -1.05], [-0.07, 0.34, 0.13], [0.49, -1.06, 1.28], [-0.07, 0.40, 0.07], [-1.12, -0.03, -0.32], [0.06, 0.50, 0.51], [-0.59, -0.11, 1.33], [0.37, -0.32, 1.42], [-1.48, 0.20, 1.24], [-0.23, 0.37, -0.32], [0.14, 0.39, 0.75], [-0.16, 0.51, -1.03], [-0.08, -0.50, -0.20], [0.53, -0.13, -0.38], [-0.33, -0.07, -2.18], [0.29, 0.86, 0.00], [0.77, -0.48, -0.13], [0.09, -0.33, -0.04], [0.30, 0.31, 0.58], [-0.16, -0.45, -0.32], [-0.15, -0.20, -0.26], [0.28, 0.25, -0.75]],
  "lowdin_charge": [1.60, -0.05, -0.18, -0.05, -0.01, -0.06, -0.67, 0.03, -0.07, -0.02, -0.15, -0.19, 0.10, -0.04, 0.00, -0.05, -0.03, 0.00, -0.09, -0.05, -0.15, 0.08, 0.13, 0.10, 0.13, 0.12, 0.13, 0.11, 0.15, 0.12, 0.15, 0.10, 0.11, 0.12, 0.61, -1.03, 0.63, -0.76, 0.09, -0.40, 0.09, -0.19, 0.55, -0.16, -0.17, -0.13, 0.06, 0.03, 0.04, 0.09, -0.03, 0.01, 0.04, 0.04, 0.01, 0.08, 0.07]
}